{
  "formula": "C30H24N5O3Ta",
  "method": "wB97M-V/def2-TZVPD",
  "e_homo_ev": -13.0,
  "charge": 2,
  "fmax_ev_per_a": 0.570,
  "homo_lumo_gap_ev": 4.8,
  "de_lowest_kcal_mol": 9.3,
  "elements": ["Ta", "O", "C", "O", "C", "C", "C", "N", "C", "C", "C", "C", "C", "C", "C", "N", "C", "C", "C", "C", "C", "N", "H", "H", "H", "H", "H", "H", "H", "H", "H", "H", "C", "N", "C", "C", "C", "C", "C", "N", "C", "C", "C", "C", "C", "C", "H", "H", "H", "H", "H", "H", "H", "H", "H", "H", "H", "C", "C", "O", "H", "H", "H"],
  "coordinates": [[-0.735, -0.450, -0.622], [5.750, -0.219, 1.821], [5.582, -0.547, 0.641], [6.294, -0.684, -0.353], [4.067, -0.651, 0.313], [3.612, -0.458, -0.988], [2.264, -0.359, -1.218], [1.352, -0.515, -0.220], [1.802, -0.762, 1.047], [3.138, -0.821, 1.337], [0.739, -0.856, 2.053], [0.974, -1.076, 3.400], [-0.093, -1.051, 4.282], [-1.370, -0.794, 3.798], [-1.536, -0.597, 2.446], [-0.507, -0.643, 1.578], [1.667, -0.047, -2.522], [2.411, 0.178, -3.664], [1.758, 0.523, -4.836], [0.375, 0.636, -4.831], [-0.311, 0.377, -3.666], [0.316, 0.034, -2.521], [4.365, -0.368, -1.761], [3.534, -0.926, 2.339], [1.979, -1.250, 3.755], [0.072, -1.214, 5.339], [-2.224, -0.742, 4.457], [-2.504, -0.375, 2.025], [3.487, 0.090, -3.637], [2.323, 0.704, -5.741], [-0.173, 0.910, -5.721], [-1.387, 0.430, -3.631], [-2.018, 2.182, 0.106], [-2.204, 0.821, -0.382], [-3.534, 0.290, -0.816], [-2.682, -2.102, -0.251], [-3.332, -2.866, 0.754], [-2.402, -3.764, 1.214], [-1.167, -3.472, 0.570], [-1.315, -2.522, -0.334], [-0.518, 2.365, 0.227], [0.232, 2.631, -0.925], [1.606, 2.828, -0.843], [2.243, 2.754, 0.386], [1.503, 2.508, 1.542], [0.134, 2.325, 1.465], [-2.514, 2.328, 1.069], [-2.447, 2.893, -0.606], [-3.833, 0.801, -1.735], [-4.379, -2.820, 1.009], [-2.561, -4.548, 1.937], [-0.196, -3.896, 0.787], [-0.277, 2.754, -1.874], [2.172, 3.071, -1.733], [3.312, 2.912, 0.456], [2.000, 2.490, 2.503], [-0.445, 2.180, 2.370], [-4.626, 0.349, 0.227], [-2.959, -1.081, -1.165], [-2.068, -0.997, -2.110], [-5.542, -0.080, -0.178], [-4.840, 1.383, 0.493], [-4.365, -0.195, 1.135]],
  "forces_ev_per_a": [[0.0704, 0.0396, -0.2518], [-0.0059, -0.1875, 0.0778], [-0.0135, 0.5292, -0.2118], [0.0512, -0.1883, 0.0536], [-0.0166, -0.2003, 0.0586], [-0.0052, 0.0268, 0.0004], [-0.0417, -0.0228, 0.0132], [0.0462, -0.0120, 0.0970], [-0.0015, 0.0161, 0.0213], [-0.0182, 0.0245, -0.0038], [0.0022, 0.0115, -0.0020], [-0.0128, 0.0024, 0.0103], [0.0097, -0.0020, -0.0011], [-0.0025, 0.0002, -0.0004], [-0.0066, 0.0006, -0.0116], [-0.0101, 0.0136, 0.0314], [0.0148, -0.0058, 0.0011], [0.0057, 0.0019, 0.0121], [-0.0102, -0.0018, -0.0040], [0.0146, 0.0028, -0.0108], [-0.0045, -0.0037, 0.0102], [-0.0139, -0.0471, 0.0026], [0.0147, 0.0035, 0.0121], [0.0019, -0.0109, -0.0018], [0.0019, 0.0017, -0.0037], [-0.0012, -0.0004, 0.0003], [-0.0007, 0.0001, -0.0011], [0.0008, -0.0027, 0.0061], [0.0000, 0.0017, 0.0017], [0.0012, 0.0022, 0.0008], [-0.0035, 0.0004, 0.0027], [0.0013, 0.0008, -0.0020], [-0.0020, -0.0067, 0.0300], [-0.0218, 0.0290, -0.0082], [0.0103, 0.0231, 0.0078], [0.0206, 0.0119, -0.0053], [0.0057, -0.0019, -0.0021], [-0.0081, 0.0008, 0.0036], [0.0128, 0.0048, -0.0003], [0.0086, 0.0005, -0.0231], [0.0077, -0.0052, 0.0060], [0.0223, 0.0188, 0.0035], [-0.0105, -0.0131, -0.0134], [-0.0086, -0.0156, 0.0039], [0.0255, 0.0043, 0.0133], [-0.0285, 0.0166, -0.0097], [0.0142, -0.0092, 0.0085], [-0.0168, 0.0030, 0.0131], [-0.0251, -0.0040, 0.0079], [-0.0007, 0.0023, -0.0031], [0.0038, -0.0017, -0.0013], [-0.0024, -0.0009, 0.0032], [0.0029, -0.0061, -0.0043], [-0.0022, 0.0002, -0.0006], [-0.0003, 0.0031, 0.0062], [0.0039, 0.0004, -0.0024], [-0.0004, -0.0043, 0.0002], [-0.0020, -0.0054, 0.0039], [-0.0207, -0.0568, 0.0280], [-0.0543, 0.0147, 0.0291], [-0.0001, 0.0004, 0.0021], [0.0036, 0.0027, -0.0024], [-0.0056, -0.0001, -0.0016]],
  "nbo_charge": [2.37, -0.67, 0.72, -0.66, 0.08, -0.22, 0.27, -0.67, 0.25, -0.21, 0.19, -0.20, -0.08, -0.22, 0.08, -0.57, 0.18, -0.20, -0.07, -0.23, 0.10, -0.56, 0.28, 0.28, 0.27, 0.26, 0.26, 0.22, 0.26, 0.26, 0.26, 0.24, -0.25, -0.69, -0.09, -0.02, -0.16, -0.23, 0.11, -0.54, -0.09, -0.20, -0.23, -0.11, -0.21, -0.19, 0.23, 0.23, 0.25, 0.27, 0.27, 0.25, 0.23, 0.24, 0.25, 0.25, 0.23, -0.63, 0.48, -0.65, 0.26, 0.25, 0.21]
}

***

{
  "formula": "C30H24N6NiO2S",
  "method": "wB97M-V/def2-TZVPD",
  "e_homo_ev": [-7.2, -7.2],
  "charge": 0,
  "fmax_ev_per_a": 0.713,
  "homo_lumo_gap_ev": [6.3, 6.3],
  "de_lowest_kcal_mol": 4.3,
  "elements": ["Ni", "C", "O", "C", "C", "C", "C", "C", "C", "N", "N", "C", "C", "O", "C", "C", "C", "C", "C", "C", "C", "C", "H", "H", "H", "H", "H", "H", "H", "H", "H", "H", "H", "H", "H", "S", "C", "N", "N", "C", "C", "C", "C", "C", "C", "N", "N", "C", "C", "C", "C", "C", "C", "H", "H", "H", "H", "H", "H", "H", "H", "H", "H", "H"],
  "coordinates": [[0.215, 0.050, -0.281], [3.086, 1.343, -0.792], [2.162, 0.705, 0.100], [2.478, 0.679, 1.439], [3.676, 1.132, 1.966], [3.882, 1.055, 3.338], [2.904, 0.534, 4.170], [1.703, 0.090, 3.639], [1.479, 0.164, 2.271], [0.270, -0.203, 1.633], [-0.663, -0.540, 2.429], [-1.878, -0.904, 1.993], [-2.219, -1.096, 0.621], [-1.449, -0.861, -0.364], [-3.529, -1.613, 0.317], [-4.429, -1.862, 1.288], [-4.137, -1.638, 2.675], [-5.100, -1.886, 3.666], [-4.815, -1.666, 4.991], [-3.550, -1.186, 5.349], [-2.593, -0.937, 4.392], [-2.863, -1.163, 3.033], [3.192, 2.394, -0.519], [2.645, 1.253, -1.779], [4.050, 0.836, -0.748], [4.443, 1.544, 1.329], [4.818, 1.407, 3.751], [3.073, 0.474, 5.236], [0.925, -0.310, 4.271], [-3.747, -1.776, -0.730], [-5.413, -2.238, 1.030], [-6.074, -2.253, 3.366], [-5.560, -1.858, 5.752], [-3.320, -1.005, 6.391], [-1.624, -0.557, 4.679], [0.306, 0.357, -2.523], [-0.849, 1.662, -2.623], [-1.308, 2.033, -3.752], [-2.313, 2.979, -3.775], [-3.563, 2.745, -3.175], [-3.884, 1.565, -2.503], [-5.141, 1.405, -1.941], [-6.102, 2.401, -2.040], [-5.789, 3.567, -2.726], [-4.534, 3.741, -3.285], [-1.341, 2.348, -1.457], [-0.815, 2.057, -0.385], [-1.390, 2.709, 0.749], [-0.565, 2.940, 1.842], [-1.093, 3.520, 2.984], [-2.442, 3.842, 3.034], [-3.261, 3.602, 1.936], [-2.740, 3.040, 0.783], [-2.405, 3.310, -4.723], [-3.158, 0.767, -2.421], [-5.369, 0.483, -1.421], [-7.079, 2.270, -1.594], [-6.523, 4.357, -2.818], [-4.288, 4.664, -3.797], [0.483, 2.678, 1.787], [-0.453, 3.710, 3.835], [-2.860, 4.276, 3.932], [-4.313, 3.850, 1.980], [-3.364, 2.837, -0.078]],
  "forces_ev_per_a": [[0.0900, -0.5433, 0.4525], [-0.0562, 0.0311, -0.0499], [-0.3103, -0.1119, -0.0977], [-0.1220, -0.0526, 0.1247], [-0.0197, -0.0140, -0.0424], [0.0069, -0.0012, 0.0105], [0.0211, -0.0018, -0.0043], [-0.0128, -0.0140, -0.0712], [0.1856, 0.1009, -0.0545], [-0.3671, -0.0365, -0.3309], [0.1652, 0.1075, -0.3024], [0.0095, -0.0034, 0.0109], [0.1353, 0.0983, 0.0591], [0.5040, 0.2754, -0.1927], [-0.0386, -0.0130, -0.0374], [0.0528, 0.0220, -0.0465], [0.0214, 0.0062, 0.0459], [0.0136, 0.0085, 0.0111], [-0.0269, -0.0090, -0.0082], [0.0153, 0.0095, 0.0044], [-0.0069, -0.0032, 0.0157], [-0.0461, -0.0166, 0.0083], [0.0140, -0.0162, 0.0114], [0.0279, 0.0166, 0.0143], [-0.0162, -0.0181, -0.0140], [0.0026, -0.0002, -0.0099], [0.0038, 0.0021, -0.0005], [-0.0014, 0.0021, 0.0006], [-0.0084, -0.0105, 0.0076], [-0.0095, -0.0118, -0.0021], [-0.0017, -0.0040, -0.0139], [-0.0052, -0.0022, -0.0004], [-0.0020, 0.0001, 0.0002], [0.0001, 0.0001, 0.0033], [0.0065, 0.0021, -0.0001], [0.0928, -0.1467, 0.4960], [0.0395, 0.0636, 0.4477], [-0.0293, -0.2050, -0.3371], [0.0912, 0.3086, -0.0433], [-0.2746, -0.1469, 0.0562], [0.0443, 0.0296, -0.0507], [-0.0385, -0.0026, 0.0160], [0.0146, -0.0043, -0.0052], [-0.0189, 0.0096, 0.0153], [0.0812, -0.0162, 0.0056], [-0.1769, 0.1986, -0.2369], [0.0598, 0.0959, 0.1181], [-0.0043, 0.0662, -0.0567], [-0.0735, 0.0015, -0.0108], [0.0023, -0.0080, -0.0060], [-0.0093, 0.0159, 0.0220], [-0.0222, -0.0003, 0.0107], [0.0113, -0.0074, 0.0518], [-0.0390, -0.0122, -0.0052], [-0.0272, -0.0119, 0.0097], [0.0025, 0.0054, 0.0100], [-0.0084, 0.0021, -0.0014], [-0.0032, 0.0011, 0.0034], [0.0080, 0.0029, -0.0069], [0.0538, -0.0414, -0.0110], [-0.0055, 0.0017, 0.0048], [-0.0008, 0.0034, 0.0005], [-0.0042, 0.0025, 0.0076], [0.0098, -0.0048, -0.0061]],
  "nbo_charge": [1.06, -0.26, -0.53, 0.27, -0.28, -0.19, -0.22, -0.21, 0.13, -0.35, -0.12, 0.00, 0.42, -0.66, -0.27, -0.11, -0.10, -0.16, -0.23, -0.19, -0.19, -0.01, 0.19, 0.24, 0.19, 0.23, 0.22, 0.22, 0.24, 0.23, 0.21, 0.21, 0.21, 0.21, 0.22, -0.30, 0.15, -0.26, -0.46, 0.25, -0.30, -0.20, -0.25, -0.20, -0.28, -0.18, -0.23, 0.16, -0.23, -0.20, -0.20, -0.20, -0.22, 0.38, 0.23, 0.21, 0.21, 0.21, 0.21, 0.22, 0.22, 0.22, 0.22, 0.24]
}

***

> Which of these has the lowest charge?

C30H24N6NiO2S